23
Properties=species:S:1:pos:R:3:forces:R:3 method="wB97M-V/def2-TZVPD" e_above_lowest_kcal_mol=25.0 homo_ev=-14.04 lumo_ev=-3.132 total_charge=+1
C 1.406237 2.311373 -1.753747 -1.175 0.012 -1.855
C -1.970299 -1.077004 0.098663 -0.433 1.018 -0.131
C 1.514603 1.356116 -0.610679 1.221 -1.468 0.474
C -0.654101 -0.877217 -0.769271 1.159 -0.718 3.390
C 0.059141 -2.503343 1.964400 1.387 -0.408 -0.208
N 0.761518 -1.542188 1.482069 -0.828 -1.113 0.674
O -1.206392 1.665536 -0.211897 -1.207 1.999 -0.155
P 0.002569 0.684110 0.022535 -1.061 -1.036 -0.590
H 2.411648 2.711382 -2.019626 -0.966 -0.246 0.043
H 0.887432 1.805546 -2.652586 1.183 0.752 1.148
H 0.695186 3.109041 -1.480823 0.633 0.026 -0.166
H -2.428106 -2.000849 -0.217262 -0.320 -0.247 0.062
H -1.963230 -1.032657 1.245315 0.831 -0.234 -1.740
H -2.635400 -0.231208 -0.142234 -0.041 -0.640 -0.191
H 1.953156 1.800254 0.255265 0.358 0.852 0.727
H 2.238892 0.519154 -0.774997 -0.759 0.308 -0.245
H -0.783359 -0.787875 -1.827953 -0.517 0.360 -0.518
H 0.091652 -1.740632 -0.544054 -1.302 1.868 -0.689
H 0.324335 -3.077101 2.870642 -0.040 0.563 -0.166
H -0.772438 -2.975397 1.408903 0.324 0.757 0.097
H 1.561305 -1.274141 2.042811 0.075 -0.315 0.565
H 0.058323 0.641915 1.403659 0.198 -0.206 0.050
H -1.552671 2.515187 0.210867 1.280 -1.883 -0.575

---

22
Properties=species:S:1:pos:R:3:forces:R:3 method="wB97M-V/def2-TZVPD" smiles=C[C@H](P)C[NH+](C)C e_above_lowest_kcal_mol=54.6 homo_ev=-12.81 lumo_ev=-2.830 total_charge=+1
C -0.351984 0.617912 -2.009619 2.198 -2.940 1.455
C -1.266451 -0.167745 -1.104475 3.054 -2.238 2.409
P -2.532370 0.906248 -0.285801 0.607 0.176 1.513
C -0.120448 -1.025860 -0.058591 -4.399 -0.751 0.851
N 0.822176 -0.187816 0.721868 1.244 -1.334 -1.238
C 0.187018 0.545243 1.819451 3.668 -2.927 2.168
C 1.936050 -1.082720 1.244336 -0.619 -1.138 -1.838
H 0.476832 1.203681 -1.566163 -0.433 -0.257 0.356
H -0.904369 1.299291 -2.473752 -2.039 2.685 -2.745
H 0.099715 -0.149599 -2.618560 0.373 0.370 -0.967
H -1.617472 -1.150873 -1.552506 -0.295 1.707 0.135
H -3.428659 0.856760 -1.333903 -0.199 0.544 -0.701
H -1.828534 2.228977 -0.419211 -0.867 -1.387 -0.424
H 0.456304 -1.704579 -0.649340 0.386 -0.040 -0.816
H -0.728638 -1.749331 0.645504 1.159 1.706 -0.998
H 1.145815 0.373752 -0.078158 0.597 0.614 0.913
H 1.072518 0.951370 2.425131 -1.875 -0.106 -0.631
H -0.456738 1.185301 1.401780 -2.419 2.807 -0.892
H -0.309493 -0.308453 2.318962 -0.065 1.069 0.456
H 2.173318 -1.790155 0.412441 0.659 1.055 0.646
H 2.728075 -0.681573 1.838118 0.776 1.291 -0.653
H 1.550501 -1.739076 1.964905 -1.514 -0.905 1.002

---

22
Properties=species:S:1:pos:R:3:forces:R:3 method="wB97M-V/def2-TZVPD" smiles=CCCN.CCS e_above_lowest_kcal_mol=28.8 homo_ev=-8.23 lumo_ev=0.924
C 2.385254 -0.323305 0.144239 0.716 -0.002 -0.067
C 1.354714 -0.147192 1.236727 -0.941 0.372 -0.072
C 0.686810 1.229429 1.177177 -0.257 0.325 0.649
N -0.561219 1.288087 1.975194 0.023 0.056 -0.506
H 1.899493 -0.217220 -0.824495 0.030 0.321 -0.121
H 3.231901 0.395120 0.219766 -0.523 -0.473 -0.099
H 2.777362 -1.346183 0.123815 0.154 0.209 0.255
H 0.542461 -0.876298 1.033880 0.471 0.209 0.613
H 1.750534 -0.247169 2.253328 0.017 -0.482 -0.211
H 1.334947 2.029098 1.540701 0.412 -0.080 -0.341
H 0.389580 1.454589 0.156682 0.107 0.044 -0.169
H -0.471148 1.547828 2.945277 0.303 -0.141 0.146
H -1.206488 1.931185 1.535742 0.104 0.416 0.253
C -1.880563 -1.239093 -2.460000 0.702 -0.100 -0.437
C -1.023141 -0.581767 -1.404045 -2.663 1.090 1.625
S -2.474726 -0.115906 0.050841 3.138 0.080 -0.660
H -2.675577 -0.586791 -2.816917 0.073 0.116 0.040
H -2.338999 -2.128628 -2.050931 -0.096 -0.292 -0.045
H -1.244909 -1.506553 -3.319426 -0.269 -0.090 0.113
H -0.605056 0.390284 -1.772756 0.019 -1.094 0.724
H -0.410208 -1.292369 -0.834310 0.210 0.616 -0.593
H -1.461020 0.342854 1.089513 -1.731 -1.101 -1.097

---

23
Properties=species:S:1:pos:R:3:forces:R:3 method="wB97M-V/def2-TZVPD" e_above_lowest_kcal_mol=51.0 homo_ev="-7.41 / -8.29" lumo_ev="-1.229 / 0.099"
C 0.967623 1.073396 0.846971 0.982 2.423 1.691
C 1.996265 -1.180856 1.077210 -0.443 1.083 0.875
C 2.898414 0.390714 -0.719812 1.857 -1.390 1.839
C 0.523978 -0.574497 -0.961016 3.496 1.066 -1.578
C 1.624979 -0.044457 0.025441 -1.216 -1.334 0.670
P -1.107708 -0.995572 -0.523567 -0.332 -1.777 1.018
P -5.291099 1.489283 -0.654271 1.331 1.527 -2.460
P -4.546080 0.074433 0.698715 0.062 -1.177 1.445
H 0.184567 0.677289 1.598286 0.973 0.770 -1.563
H 1.744047 1.652713 1.497361 -0.862 -1.470 -0.661
H 0.656897 1.988809 0.256423 -0.494 -1.451 0.240
H 2.723757 -0.934155 1.891018 0.022 0.457 -1.131
H 2.352658 -2.042130 0.557561 0.115 -0.779 -0.228
H 1.139132 -1.415662 1.740408 -0.012 -0.198 -0.907
H 3.539221 0.741570 0.122943 -0.157 0.226 -0.680
H 3.568467 -0.433104 -1.154024 -1.502 0.688 0.436
H 2.846016 1.164623 -1.446687 -0.560 0.707 -0.565
H 0.980268 -0.344368 -2.005229 -1.773 -0.777 1.456
H -0.812643 -2.136286 0.464229 -0.382 1.402 -1.067
H -1.481499 -1.913451 -1.559690 0.261 0.369 0.124
H -4.303470 2.664437 -0.593752 -0.991 -1.650 0.349
H -4.462637 0.872641 -1.767160 -1.084 0.703 0.867
H -5.741158 -0.775360 0.608634 0.709 0.583 -0.171

---

38
Properties=species:S:1:pos:R:3:forces:R:3 method="wB97M-V/def2-TZVPD" e_above_lowest_kcal_mol=0.0 homo_ev=-6.97 lumo_ev=2.550 total_charge=-1
Zn 0.617135 -0.288212 -0.679963 0.881 -0.299 0.427
B 0.277476 -1.779248 -2.004916 -0.074 -1.099 -1.217
H 1.111006 -1.163923 -2.524910 0.788 0.711 -0.770
H 0.658998 -2.145579 -0.989134 0.868 -1.171 1.721
H -0.665632 -1.160177 -1.793792 -1.843 0.984 -0.046
H -0.031073 -2.701199 -2.624862 -0.340 -0.952 -0.614
B 2.600506 -0.050946 0.181705 0.906 -0.702 0.132
H 3.636350 0.370220 0.469905 0.984 0.738 0.224
H 1.779759 0.727616 0.414000 -1.264 1.497 0.896
H 2.589777 -0.259913 -0.962694 0.209 -0.254 -1.368
H 2.415704 -1.056118 0.731432 -0.205 -1.091 0.779
C 1.709959 3.497737 -1.030799 -0.419 -0.903 -0.683
F 1.053323 3.595143 0.102539 -0.141 0.115 0.407
F 1.844773 4.688474 -1.581263 -0.135 0.554 -0.228
F 2.909944 3.006778 -0.808152 0.365 -0.178 0.133
S 0.808889 2.335839 -2.279408 1.080 -1.036 -0.535
O 0.148314 3.160838 -3.254079 -0.055 -0.027 1.082
O 1.815800 1.452996 -2.795715 -0.234 0.275 0.726
N -0.232459 1.391951 -1.268496 2.038 2.650 -1.573
S -1.587258 2.167129 -1.379771 -2.991 0.472 0.878
O -1.560001 3.514520 -0.852873 0.068 -0.602 -0.336
O -2.234497 1.907667 -2.628546 -0.459 0.059 0.144
C -2.612973 1.237399 -0.102623 0.689 0.355 -0.648
F -2.454232 -0.075142 -0.243311 -0.212 -0.372 -0.039
F -2.276352 1.562243 1.138364 0.169 0.129 0.400
F -3.889987 1.546991 -0.280425 -0.300 0.001 -0.065
C 0.035240 -3.206349 2.096005 0.432 0.585 -0.456
C -0.903805 -2.054984 1.686580 1.170 -0.279 0.518
C -1.645184 -1.552158 2.914871 -1.441 -0.527 -0.137
O -0.077014 -0.976317 1.194948 -0.811 0.016 0.744
H 0.493849 -3.667715 1.220288 -0.388 -0.270 -0.039
H -0.454943 -3.913124 2.761674 0.017 -0.187 -0.172
H 0.909280 -2.776389 2.596545 -0.223 0.037 0.356
H -1.506060 -2.347632 0.829406 -0.373 0.078 0.244
H -2.157283 -2.365238 3.441810 0.252 -0.225 -0.151
H -2.479212 -0.898449 2.651418 0.391 0.447 -0.027
H -0.997154 -1.100875 3.667122 0.187 0.198 -0.260
H 0.349021 -0.623838 1.987139 0.413 0.273 -0.448

---

29
Properties=species:S:1:pos:R:3:forces:R:3 method="wB97M-V/def2-TZVPD" spin_multiplicity=6 homo_ev="-19.71 / -19.53" lumo_ev="-13.757 / -15.362" total_charge=+3 s2=8.762
C -1.198082 2.667524 -0.262056 0.258 -0.058 0.733
C 0.340709 2.741670 -0.195085 -0.347 -0.246 -0.376
C 1.165254 1.688181 -0.959662 0.033 -0.130 0.519
Cl 0.872052 1.882886 -2.675119 -0.248 -0.076 -0.149
P 0.872841 -0.155699 -0.510674 0.385 1.209 -0.174
C 1.535562 0.025625 1.211540 -0.455 0.076 0.241
C 0.482297 -0.128982 2.343375 -0.094 0.409 -0.410
P 0.427723 -2.568151 -0.153891 0.106 -0.087 -0.006
P -1.370482 -3.370426 -1.169949 -0.832 -0.535 -0.100
O -2.254222 -3.301643 -0.001854 0.210 0.336 0.164
O -1.080196 -4.693931 -1.906001 0.356 0.240 -0.033
O -1.728242 -2.431256 -2.375995 0.570 0.196 0.084
H -1.525631 2.258546 -1.215169 -0.135 -0.025 -0.120
H -1.662352 3.635165 -0.086934 -0.092 0.140 -0.139
H -1.692566 1.970006 0.487039 -0.159 -0.192 -0.171
H 0.657293 3.735836 -0.507168 0.090 0.160 0.144
H 0.705886 2.733098 0.887443 1.065 0.653 -0.223
H 2.213926 1.922159 -0.769306 0.144 -0.034 -0.100
H 1.661260 -0.589101 -1.579415 -0.006 -0.118 -0.043
H -0.512467 -0.001337 -0.687893 -0.046 -0.372 -0.014
H 1.955431 1.029700 1.272928 0.320 0.062 -0.169
H 2.389863 -0.630878 1.368577 -0.020 -0.231 0.033
H -0.581890 -0.126916 1.996551 -0.077 -0.026 0.002
H 0.516376 -1.084011 2.866361 -0.046 -0.082 0.171
H 0.672288 0.579753 3.189125 0.072 -0.076 0.123
H 0.123090 -2.894276 1.179416 0.028 -0.243 0.009
H -0.355203 -5.268053 -1.620070 -0.154 -0.294 0.010
H -2.241597 -1.652188 -2.123600 -0.347 -0.152 -0.153
Fe -0.388919 2.026696 1.997488 -0.579 -0.505 0.145

---

24
Properties=species:S:1:pos:R:3:forces:R:3 method="wB97M-V/def2-TZVPD" smiles=CN[C@@H](C)CCN.O e_above_lowest_kcal_mol=57.2 homo_ev=-8.29 lumo_ev=0.743
C -2.056765 -0.029961 1.827713 -0.891 0.715 -1.278
N -0.840798 0.436714 1.139889 -0.039 -0.953 -1.078
C -0.162570 -0.591737 0.292153 0.304 0.815 0.331
C -0.887321 -0.761737 -1.075227 2.840 -1.264 -2.792
C 1.229706 0.046917 0.159321 1.639 0.348 -1.399
C 2.341003 -0.673582 -0.728195 -0.150 -0.583 3.365
N 2.214055 -2.141868 -0.489749 2.511 2.741 4.459
H -3.043892 0.019152 1.260592 1.088 0.284 0.223
H -1.950659 -1.103619 1.979030 0.176 0.129 0.796
H -2.187697 0.603081 2.720429 -0.016 -0.775 -0.043
H -0.961713 1.123584 0.390779 -0.844 0.594 1.060
H -0.024295 -1.522555 0.865173 -0.438 0.143 -0.404
H -1.975064 -1.022974 -1.048327 0.957 0.731 -0.020
H -0.354075 -1.652247 -1.678129 -1.266 1.368 1.519
H -0.514716 0.078562 -1.870461 -1.634 -1.300 2.189
H 1.122323 1.006033 -0.358431 -0.360 0.262 0.146
H 1.609437 0.336041 1.151691 -0.163 -0.571 -0.231
H 2.262686 -0.357876 -1.711343 -0.874 -0.127 -2.316
H 3.370879 -0.250475 -0.537852 -0.914 -0.650 0.605
H 3.012048 -2.565016 0.044730 -1.160 0.790 -0.930
H 2.042174 -2.641198 -1.248118 -0.775 -2.639 -4.179
O -1.508388 3.496123 -0.347256 -1.412 0.219 5.279
H -1.210201 3.914759 -1.082292 1.424 1.838 -3.669
H -1.526164 4.253887 0.343876 -0.002 -2.115 -1.630

---

24
Properties=species:S:1:pos:R:3:forces:R:3 method="wB97M-V/def2-TZVPD" smiles=CCNCCCN.O e_above_lowest_kcal_mol=22.8 homo_ev=-8.13 lumo_ev=0.838
C -1.813554 0.173548 -0.923509 -0.144 0.623 -0.286
C -1.932856 -1.025371 0.000284 0.171 -0.169 0.353
N -1.142595 -0.928732 1.224400 -1.227 -0.295 -0.480
C 0.147648 -1.545852 1.306271 0.742 0.801 0.295
C 1.364149 -0.658045 0.955078 0.017 -0.481 0.044
C 1.859523 -0.794849 -0.488310 -0.314 0.509 -0.002
N 3.277216 -0.554411 -0.728041 0.031 -0.080 -0.035
H -0.800346 0.555433 -1.034713 0.209 -0.224 0.172
H -2.173913 0.008917 -1.940778 -0.193 -0.262 0.068
H -2.396946 1.000907 -0.515662 -0.027 0.091 0.021
H -2.982673 -1.170760 0.278143 -0.010 0.133 -0.076
H -1.659421 -1.947033 -0.498151 0.245 -0.201 -0.204
H -1.285619 -0.028996 1.654182 0.503 -0.021 0.252
H 0.311985 -1.923778 2.318635 -0.137 -0.054 0.047
H 0.182562 -2.396470 0.642651 -0.285 -0.452 -0.156
H 1.095886 0.366408 1.192157 0.127 0.331 0.006
H 2.184491 -0.935473 1.618066 0.140 -0.020 0.058
H 1.620703 -1.776288 -0.869998 0.117 -0.577 0.033
H 1.264893 -0.149468 -1.131236 0.102 0.320 -0.120
H 3.607278 0.297898 -0.291966 -0.164 0.079 -0.017
H 3.812897 -1.306789 -0.316189 0.099 -0.028 0.019
O -1.525815 4.224356 -0.873052 0.112 0.216 0.352
H -2.031572 5.044738 -0.936147 0.059 -0.323 -0.173
H -1.764630 3.671563 -1.618192 -0.171 0.083 -0.173

---

24
Properties=species:S:1:pos:R:3:forces:R:3 method="wB97M-V/def2-TZVPD" smiles=CNCC[C@H](C)N.O e_above_lowest_kcal_mol=47.8 homo_ev=-8.71 lumo_ev=0.636
C 0.233574 2.697846 -0.927253 2.014 2.367 -0.482
N 1.524390 1.977983 -0.634164 -1.634 -0.145 0.850
C 1.586749 0.535966 -0.696718 0.719 -1.758 -1.994
C 0.563882 -0.491591 -0.166377 -0.594 0.346 0.815
C 0.755847 -1.902357 -0.835237 -0.348 0.592 2.315
C -0.490076 -2.382548 -1.600818 0.219 0.771 -0.325
N 1.110384 -2.799113 0.272285 1.294 0.033 -0.455
H -0.007134 3.211886 0.004299 -0.837 -0.248 -0.095
H 0.548228 3.559626 -1.578948 -0.328 -0.633 0.330
H -0.628091 2.325691 -1.455915 -0.065 -1.190 0.255
H 1.653347 2.250133 0.336714 0.541 -0.271 -0.167
H 2.564416 0.235718 -0.281988 -0.211 0.220 -0.141
H 1.653889 0.215985 -1.792327 0.085 0.820 1.001
H -0.455176 -0.112482 -0.224129 -0.217 0.050 -0.715
H 0.637637 -0.665058 0.919910 0.469 0.213 -0.256
H 1.715645 -1.814318 -1.384896 -0.894 -0.339 -0.397
H -1.380981 -1.817996 -1.344054 0.043 0.615 0.038
H -0.837604 -3.381949 -1.354587 0.783 -0.449 -0.349
H -0.283255 -2.209554 -2.653656 -0.457 -0.461 -0.318
H 0.436796 -3.031009 0.983078 -0.311 -0.061 -0.345
H 1.620617 -3.581713 -0.102124 -0.272 -0.472 0.435
O -4.408060 2.304350 5.165097 0.420 0.390 -0.313
H -3.833151 3.066333 4.999649 -0.227 -0.060 0.346
H -4.281873 1.808170 4.352159 -0.193 -0.329 -0.032

---

24
Properties=species:S:1:pos:R:3:forces:R:3 method="wB97M-V/def2-TZVPD" smiles=CC[C@@H](CN)NC.O e_above_lowest_kcal_mol=27.3 homo_ev=-8.84 lumo_ev=0.968
C -0.197871 0.341425 2.226276 -0.145 -0.893 0.485
C 0.503455 -0.014862 0.923580 0.740 1.619 -1.273
C -0.305643 -0.756468 -0.120851 -0.999 -2.060 0.136
C -0.640978 -0.087792 -1.474530 0.106 -0.082 1.673
N -1.419390 1.097636 -1.196360 -0.252 1.442 -0.257
N 0.186829 -2.126276 -0.460218 0.556 1.071 0.551
C 1.494345 -2.145054 -1.111543 -0.175 -1.658 -1.042
H 0.116376 1.313315 2.587348 -0.222 0.250 -0.108
H -1.279971 0.281543 2.071423 0.045 0.508 0.044
H -0.025226 -0.347906 3.062328 0.222 -0.172 -0.285
H 1.492453 -0.475678 1.010720 -0.180 -0.026 0.365
H 0.696210 0.951764 0.422750 0.298 -0.182 0.390
H -1.284440 -0.951423 0.355189 0.038 0.025 -0.300
H -1.147910 -0.914383 -1.982099 0.068 0.408 -0.586
H 0.292579 0.237525 -1.937052 -0.122 -0.262 -0.424
H -1.846444 1.606317 -1.965516 0.421 -0.469 -0.092
H -2.103875 1.080840 -0.458990 0.016 -0.640 0.181
H 0.228207 -2.708473 0.370764 -0.060 0.269 0.005
H 2.404354 -1.630314 -0.788778 -0.416 0.472 0.821
H 1.754243 -3.213023 -1.129708 0.231 0.224 -0.114
H 1.369441 -1.885096 -2.161789 -0.039 0.156 -0.111
O 0.200594 3.437428 0.804834 0.884 -0.399 0.126
H -0.521926 4.043978 0.907738 -0.564 0.225 -0.213
H 0.034595 2.864980 0.044495 -0.454 0.175 0.027

---

| no. | calculated total energy (Eh) |
| --- | --- |
| 1 | -670.5678 |
| 2 | -595.2560 |
| 3 | -652.3865 |
| 4 | -1223.3574 |
| 5 | -3855.6279 |
| 6 | -3172.4769 |
| 7 | -384.7670 |
| 8 | -384.8218 |
| 9 | -384.7819 |
| 10 | -384.8145 |